--- P ---
This record from the Open Molecules 2025 dataset describes a structure of composition C2H2FOP. The level of theory is ωB97M-V/def2-TZVPD.

Last column: Löwdin charge in e.
Geometry (Å):
C1 -0.248 0.036 -0.219  -0.45
C2 1.126 0.337 -0.042  -0.66
O1 1.980 0.568 -0.838  0.13
F1 1.533 0.314 1.249  0.04
P1 -1.382 -0.140 1.034  0.89
H1 -0.555 -0.386 -1.563  0.20
H2 -2.454 -0.728 0.380  -0.16

Computed properties:
HOMO energy ... -10.69 eV
Orbital gap ... 9.14 eV
E_LUMO ... -1.54 eV

--- Q ---
This record from the Open Molecules 2025 dataset describes the molecule C2H2FOP. The level of theory is ωB97M-V/def2-TZVPD.

Last column: Löwdin charge in e.
Geometry (Å):
H1 2.321 -1.145 -0.049  -0.15
P1 0.925 -1.263 -0.034  0.88
C1 0.463 0.381 -0.127  -0.36
C2 -1.194 0.416 -0.050  -0.53
O1 -1.992 1.254 -0.008  0.16
F1 -1.601 -0.907 0.007  -0.06
H2 1.077 1.264 0.261  0.06

Computed properties:
SMILES ... [H]/P=C/C(=O)F
HOMO energy ... -10.40 eV
Orbital gap ... 9.30 eV
E_LUMO ... -1.10 eV

Which structure wins on stability? Q wins.

--- P ---
This record from the Open Molecules 2025 dataset describes a cluster of 2 separate species, C5H12O3 in total. The level of theory is ωB97M-V/def2-TZVPD.

Last column: Löwdin charge in e.
Geometry (Å):
C1 0.164 1.464 -2.848  -0.11
C2 0.226 0.219 -1.959  -0.25
C3 -1.050 -0.066 -1.172  -0.18
C4 -0.888 0.360 0.311  -0.09
C5 -0.487 -0.780 1.198  -0.49
O1 0.433 -0.799 1.977  0.10
O2 -1.398 -1.789 1.158  0.09
H1 -0.363 1.322 -3.791  0.07
H2 1.168 1.799 -2.998  0.06
H3 -0.394 2.287 -2.387  0.07
H4 1.099 0.191 -1.305  0.10
H5 0.437 -0.595 -2.662  0.10
H6 -1.396 -1.093 -1.237  0.10
H7 -1.877 0.519 -1.537  0.10
H8 -0.217 1.208 0.393  0.12
H9 -1.834 0.724 0.723  0.13
H10 -0.958 -2.649 1.213  0.13
O3 2.298 1.077 1.483  -0.08
H11 1.810 0.252 1.696  -0.01
H12 3.235 0.876 1.504  0.03

Computed properties:
SMILES ... CCCCC(=O)O.O
HOMO energy ... -10.74 eV
Orbital gap ... 11.35 eV
E_LUMO ... 0.62 eV

--- Q ---
This record from the Open Molecules 2025 dataset describes a cluster of 3 separate species, C5H12O3 in total. The level of theory is ωB97M-V/def2-TZVPD.

Last column: Löwdin charge in e.
Geometry (Å):
C1 -2.204 0.139 -0.387  -0.14
C2 -3.486 -0.225 -0.285  0.10
C3 0.873 -1.031 0.373  -0.35
O1 2.037 -0.748 -0.073  -0.17
C4 0.036 0.392 0.533  -0.13
C5 -1.320 0.206 0.715  -0.04
H1 -1.807 0.381 -1.369  0.12
H2 -3.935 -0.391 0.680  0.07
H3 -4.066 -0.380 -1.186  0.07
H4 0.319 -1.653 -0.348  0.12
H5 0.928 -1.462 1.381  0.12
H6 0.166 0.838 -0.452  0.10
H7 0.494 0.988 1.321  0.13
H8 -1.710 0.031 1.723  0.14
H9 2.678 0.305 0.979  -0.02
H10 3.355 0.500 2.422  0.02
O2 3.067 0.955 1.630  -0.10
H11 1.633 0.332 -3.338  0.03
H12 1.681 0.157 -1.803  0.00
O3 1.261 0.665 -2.516  -0.07

Computed properties:
HOMO energy ... -8.84 eV
Orbital gap ... 6.65 eV
E_LUMO ... -2.20 eV

Which structure wins on stability? P wins.

--- P ---
This record from the Open Molecules 2025 dataset describes the molecule C2H8BN. The level of theory is ωB97M-V/def2-TZVPD.

Last column: Löwdin charge in e.
Geometry (Å):
C1 -1.500 0.436 0.870  -0.13
C2 -0.332 -0.534 0.403  -0.20
B1 0.876 0.247 -0.306  -0.35
N1 1.734 -0.342 -1.196  0.12
H1 -1.579 1.327 0.276  0.04
H2 -2.492 0.062 1.056  0.04
H3 -1.136 0.937 1.876  0.10
H4 -0.178 -1.387 1.028  0.07
H5 -0.603 -1.152 -0.461  0.08
H6 0.924 1.468 -0.382  0.08
H7 2.274 0.203 -1.917  0.11
H8 2.012 -1.266 -1.247  0.05

Computed properties:
SMILES ... CCBN
HOMO energy ... -10.49 eV
Orbital gap ... 11.23 eV
E_LUMO ... 0.74 eV

--- Q ---
This record from the Open Molecules 2025 dataset describes the molecule C2H8BN. The level of theory is ωB97M-V/def2-TZVPD.

Last column: Löwdin charge in e.
Geometry (Å):
B1 -0.166 -0.527 1.609  -0.07
N1 -0.038 -0.189 0.202  -0.26
C1 1.173 -0.098 -0.482  -0.15
C2 -1.107 0.465 -0.559  -0.08
H1 0.829 -0.964 2.210  0.04
H2 -1.227 -0.301 2.036  0.02
H3 1.223 -0.628 -1.458  0.10
H4 1.275 0.945 -0.573  0.07
H5 2.034 -0.585 0.047  0.10
H6 -1.220 0.246 -1.596  0.07
H7 -1.865 0.186 0.067  0.03
H8 -0.912 1.612 -0.650  0.12

Computed properties:
SMILES ... BN(C)C
HOMO energy ... -9.44 eV
Orbital gap ... 10.33 eV
E_LUMO ... 0.89 eV

Which structure wins on stability? P wins.

--- P ---
This record from the Open Molecules 2025 dataset describes the molecule C4H9NOSi. The level of theory is ωB97M-V/def2-TZVPD.

Last column: Löwdin charge in e.
Geometry (Å):
C1 -0.535 2.242 -0.302  -0.17
O1 -0.805 0.908 -0.096  -0.29
Si1 0.031 -0.468 0.020  0.43
C2 -0.381 -1.385 -1.588  -0.15
C3 -0.115 -1.185 1.789  -0.20
C4 1.888 0.112 0.108  -0.25
N1 2.970 0.485 0.208  0.06
H1 0.492 2.515 0.289  0.13
H2 -1.467 2.784 0.013  0.09
H3 -0.400 2.542 -1.372  0.08
H4 -0.405 -2.460 -1.400  0.02
H5 -1.285 -0.902 -2.122  0.08
H6 0.412 -1.206 -2.269  0.00
H7 -1.194 -1.525 2.210  0.08
H8 0.554 -2.077 1.965  0.03
H9 0.240 -0.380 2.545  0.06

Computed properties:
SMILES ... CO[Si](C)(C)C#N
HOMO energy ... -10.46 eV
Orbital gap ... 11.15 eV
E_LUMO ... 0.69 eV

--- Q ---
This record from the Open Molecules 2025 dataset describes the molecule C4H9NOSi. The level of theory is ωB97M-V/def2-TZVPD.

Last column: Löwdin charge in e.
Geometry (Å):
C1 -2.460 -0.979 0.802  -0.03
N1 -2.518 -0.794 -0.444  -0.04
O1 -2.195 0.306 -1.067  -0.13
C2 -1.605 1.379 -0.441  -0.22
C3 -0.232 0.874 0.052  -0.17
C4 0.632 0.368 -0.856  -0.26
Si1 2.378 -0.494 -0.505  0.64
H1 -2.557 -1.977 1.113  0.06
H2 -1.874 -0.321 1.426  0.05
H3 -2.199 1.891 0.335  0.13
H4 -1.452 1.927 -1.279  0.09
H5 -0.264 0.798 1.115  0.07
H6 0.599 0.450 -1.940  0.05
H7 2.846 -0.313 0.879  -0.10
H8 3.136 0.509 -1.473  -0.05
H9 2.422 -1.913 -0.961  -0.09

Computed properties:
SMILES ... C=NOC/C=C/[SiH3]
HOMO energy ... -9.63 eV
Orbital gap ... 10.50 eV
E_LUMO ... 0.87 eV

--- R ---
This record from the Open Molecules 2025 dataset describes the molecule C4H9NOSi. The level of theory is ωB97M-V/def2-TZVPD.

Last column: Löwdin charge in e.
Geometry (Å):
C1 1.117 1.495 0.000  -0.62
C2 -0.315 1.929 -0.416  -0.09
C3 -0.921 0.557 -0.588  0.00
C4 -1.460 -0.144 0.580  -0.06
N1 1.117 0.180 -0.254  -0.11
O1 1.999 2.207 0.427  0.05
Si1 2.205 -1.168 -0.072  0.56
H1 -0.961 2.584 0.173  0.12
H2 -0.370 2.630 -1.237  0.11
H3 -1.084 0.310 -1.550  0.09
H4 -0.911 -0.008 1.410  0.06
H5 -1.546 -1.160 0.494  0.07
H6 -2.435 0.065 0.739  0.07
H7 3.624 -0.934 0.421  -0.08
H8 2.230 -1.861 -1.492  -0.08
H9 1.344 -2.051 0.796  -0.09

Computed properties:
HOMO energy ... -9.30 eV
Orbital gap ... 8.90 eV
E_LUMO ... -0.41 eV

Which structure wins on stability? P wins.

--- P ---
This record from the Open Molecules 2025 dataset describes the molecule C2H3NO3. The level of theory is ωB97M-V/def2-TZVPD.

Last column: Löwdin charge in e.
Geometry (Å):
O1 1.593 -1.378 -0.568  0.06
C1 0.727 -0.665 -0.002  -0.50
O2 0.151 -0.932 1.110  0.13
C2 0.339 0.711 -0.681  0.00
N1 -0.800 1.370 -0.572  0.03
O3 -1.646 0.783 0.390  -0.07
H1 -0.477 -0.169 1.395  0.15
H2 1.145 1.052 -1.315  0.11
H3 -2.246 1.471 0.573  0.08

Computed properties:
SMILES ... O=C(O)/C=N\O
HOMO energy ... -10.54 eV
Orbital gap ... 10.51 eV
E_LUMO ... -0.02 eV

--- Q ---
This record from the Open Molecules 2025 dataset describes a cluster of 2 separate species, C2H3NO3 in total. The level of theory is ωB97M-V/def2-TZVPD.

Last column: Löwdin charge in e.
Geometry (Å):
C1 1.112 0.164 -0.062  -0.31
C2 -1.005 1.002 0.030  -0.11
N1 0.957 -1.141 0.153  0.18
O1 1.914 0.991 -0.344  0.09
O2 -1.915 0.427 -0.841  -0.03
O3 -1.665 -0.206 0.401  -0.08
H1 -1.210 1.952 0.271  0.07
H2 0.052 -1.406 0.252  0.04
H3 1.760 -1.782 0.139  0.14

Computed properties:
HOMO energy ... -8.68 eV
Orbital gap ... 9.18 eV
E_LUMO ... 0.50 eV

--- R ---
This record from the Open Molecules 2025 dataset describes the molecule C2H3NO3. The level of theory is ωB97M-V/def2-TZVPD.

Last column: Löwdin charge in e.
Geometry (Å):
O1 -0.925 1.304 -0.781  0.07
C1 -0.965 0.291 -0.160  -0.25
C2 0.034 -1.040 -0.300  -0.21
O2 1.109 -0.241 -0.140  -0.20
N1 1.131 0.988 1.047  0.12
O3 1.636 1.970 0.687  0.13
H1 -1.809 -0.101 0.413  0.10
H2 -0.145 -1.722 0.541  0.11
H3 -0.066 -1.450 -1.308  0.12

Computed properties:
SMILES ... O=CCON=O
HOMO energy (alpha / beta) ... -8.94 / -8.94 eV
Orbital gap (alpha / beta) ... 7.82 / 7.82 eV
E_LUMO (alpha / beta) ... -1.12 / -1.12 eV

--- S ---
This record from the Open Molecules 2025 dataset describes a cluster of 2 separate species, C2H3NO3 in total. The level of theory is ωB97M-V/def2-TZVPD.

Last column: Löwdin charge in e.
Geometry (Å):
O1 -2.260 2.844 -1.422  0.21
C1 -2.685 3.165 -0.409  -0.45
O2 -3.104 3.494 0.601  0.22
C2 -0.076 -0.290 0.011  -0.10
N1 -1.490 -0.600 0.017  -0.11
O3 -2.105 -0.322 1.023  -0.02
H1 0.351 -0.727 -0.888  0.07
H2 0.041 0.796 -0.010  0.08
H3 0.417 -0.646 0.917  0.09

Computed properties:
SMILES ... O=C=O.CN=O
HOMO energy ... -9.29 eV
Orbital gap ... 9.12 eV
E_LUMO ... -0.17 eV

Which structure wins on stability? S wins.

--- P ---
This record from the Open Molecules 2025 dataset describes a structure of composition C2H3NO3. The level of theory is ωB97M-V/def2-TZVPD.

Last column: Löwdin charge in e.
Geometry (Å):
C1 -0.661 0.032 0.553  -0.47
C2 0.901 -0.226 0.734  0.06
H1 1.070 -0.248 -0.966  0.26
H2 -1.728 0.722 -1.058  0.19
H3 1.647 0.547 1.570  0.24
N1 -0.940 0.139 -0.705  -0.03
O1 0.018 0.490 -1.702  -0.18
O2 -1.450 -0.034 1.580  0.00
O3 1.144 -1.422 -0.005  -0.07

Computed properties:
HOMO energy ... -9.52 eV
Orbital gap ... 7.33 eV
E_LUMO ... -2.19 eV

--- Q ---
This record from the Open Molecules 2025 dataset describes the molecule C2H3NO3. The level of theory is ωB97M-V/def2-TZVPD.

Last column: Löwdin charge in e.
Geometry (Å):
H1 -0.091 2.156 0.772  0.09
N1 -0.088 1.184 0.475  0.13
C1 -1.132 0.688 -0.087  -0.29
O1 -0.912 -0.468 -0.649  0.05
C2 0.630 -0.598 -0.308  -0.52
O2 1.513 -0.239 -1.029  0.13
O3 0.709 -1.650 0.531  0.13
H2 -2.164 1.029 0.005  0.14
H3 1.535 -2.101 0.289  0.14

Computed properties:
SMILES ... [H]/N=C/OC(=O)O
HOMO energy ... -10.31 eV
Orbital gap ... 11.03 eV
E_LUMO ... 0.72 eV

--- R ---
This record from the Open Molecules 2025 dataset describes a structure of composition C2H3NO3. The level of theory is ωB97M-V/def2-TZVPD.

Last column: Löwdin charge in e.
Geometry (Å):
O1 2.508 -0.362 -1.242  0.01
C1 1.512 0.272 -0.944  -0.45
N1 0.365 -0.103 -0.293  0.05
C2 -1.156 -0.015 0.871  -0.35
O2 -1.653 1.110 0.435  0.15
O3 -1.515 -1.026 1.289  0.26
H1 1.833 1.315 -0.681  0.12
H2 0.471 -1.027 0.131  0.07
H3 -1.292 1.010 -0.476  0.14

Computed properties:
HOMO energy ... -9.62 eV
Orbital gap ... 8.90 eV
E_LUMO ... -0.72 eV

Which structure wins on stability? Q wins.